{
  "formula": "C3H5N2",
  "method": "the ωB97M-V functional and the def2-TZVPD basis",
  "species": ["C", "C", "N", "C", "N", "H", "H", "H", "H", "H"],
  "coordinates": [[-0.794, -0.710, 0.459], [-0.440, 0.537, 0.937], [0.541, 1.002, 0.125], [0.797, 0.137, -0.860], [-0.020, -0.899, -0.629], [-1.427, -1.381, 1.006], [-0.880, 0.985, 1.810], [0.838, 1.968, 0.106], [1.467, 0.054, -1.699], [-0.081, -1.693, -1.254]],
  "atomic_forces_ev_per_a": [[0.46, 2.00, 1.54], [-1.04, -1.88, 0.04], [0.46, 1.17, -0.88], [-1.19, -1.35, 0.52], [0.32, -0.81, -0.99], [-0.23, -0.51, -0.62], [0.43, 0.55, -0.10], [0.38, -0.08, 0.19], [0.27, 0.96, 0.15], [0.14, -0.05, 0.15]],
  "nbo_charge": [-0.045, -0.039, -0.444, 0.235, -0.439, 0.272, 0.271, 0.463, 0.269, 0.458],
  "multiplicity": 1,
  "total_charge": 1,
  "homo_energy_ha": -0.5484,
  "mol_weight_da": 69.09,
  "smiles": "c1c[nH+]c[nH]1",
  "relative_energy_kcal_mol": 7.0,
  "lumo_ev": -3.650
}

=====

{
  "formula": "C3H5N2",
  "method": "the ωB97M-V functional and the def2-TZVPD basis",
  "species": ["C", "C", "C", "N", "N", "H", "H", "H", "H", "H"],
  "coordinates": [[-0.828, 1.128, 0.051], [-1.104, -0.984, 0.013], [0.507, 0.496, 0.056], [-1.715, 0.197, -0.084], [0.205, -0.884, 0.009], [-1.084, 2.159, 0.073], [-1.498, -2.210, 0.161], [1.092, 0.901, -0.680], [0.987, 0.542, 0.965], [0.981, -1.605, 0.227]],
  "atomic_forces_ev_per_a": [[-0.42, 3.68, 0.17], [-2.52, -7.01, 0.73], [-0.61, 0.04, 0.51], [1.05, -3.51, -0.03], [1.20, -1.75, -0.36], [0.18, 0.70, 0.18], [0.36, 4.36, -0.72], [1.77, 0.70, -2.19], [1.36, 1.52, 2.37], [-2.37, 1.26, -0.65]],
  "nbo_charge": [-0.064, 0.217, -0.236, 0.034, -0.500, 0.276, 0.308, 0.248, 0.238, 0.479],
  "multiplicity": 3,
  "total_charge": 1,
  "homo_energy_ha": [-0.4555, -0.6202],
  "mol_weight_da": 69.09,
  "relative_energy_kcal_mol": 30.1,
  "lumo_ev": [-3.940, -9.458]
}